No. 1
The following is a quantum chemistry calculation of a single C3H8N2OS molecule, from OMol25.

Results
- SMILES: NCCS/C=N\O
- Maximum force: 1.26 eV/A
- Gap between HOMO and LUMO: 0.3599 Ha
- HOMO level: -0.3268 Eh
- Net charge: 0

CARTESIAN COORDINATES (ANGSTROEM)
1 C 1.750 -0.619 0.155
2 C 0.224 -0.432 0.133
3 C -1.945 1.350 0.760
4 H 2.051 0.898 -1.101
5 H 3.261 -0.210 -1.148
6 H 1.959 -1.691 0.184
7 H 2.129 -0.147 1.050
8 H -0.259 -1.007 0.931
9 H -0.098 -0.840 -0.817
10 H -2.229 2.106 1.492
11 H -3.388 -0.840 -0.696
12 N 2.248 -0.106 -1.098
13 N -2.906 0.575 0.433
14 O -2.549 -0.396 -0.521
15 S -0.247 1.359 0.242

---

No. 2
The following is a quantum chemistry calculation of a molecular structure, C5H10O, from OMol25.

Results
- Maximum force: 0.41 eV/A
- Gap between HOMO and LUMO: 0.3911 Ha
- HOMO level: -0.3508 Eh
- Net charge: 0

CARTESIAN COORDINATES (ANGSTROEM)
1 C -1.554 0.707 -0.129
2 C -0.619 -0.193 0.654
3 C -0.233 -1.581 0.127
4 O 1.123 -1.405 0.563
5 C 0.913 0.022 0.673
6 C 1.542 0.734 -0.510
7 H -1.635 1.697 0.337
8 H -2.564 0.280 -0.162
9 H -1.223 0.849 -1.163
10 H -0.967 -0.289 1.691
11 H -0.297 -1.660 -0.971
12 H -0.712 -2.457 0.577
13 H 1.319 0.414 1.614
14 H 2.627 0.595 -0.474
15 H 1.326 1.809 -0.503
16 H 1.180 0.313 -1.456

---

No. 3
The following is a quantum chemistry calculation of a molecular structure, C4H10N2, from OMol25.

Results
- Maximum force: 4.56 eV/A
- Gap between HOMO and LUMO: 0.3213 Ha
- HOMO level: -0.2893 Eh
- Net charge: 0

CARTESIAN COORDINATES (ANGSTROEM)
1 C 2.647 -0.374 -0.057
2 C -0.968 -0.094 -0.014
3 C -1.308 1.364 -0.015
4 C -1.967 -1.223 0.040
5 H 3.483 0.349 -0.613
6 H 3.163 -0.834 1.110
7 H 2.315 -1.365 -0.725
8 H 1.375 1.356 0.256
9 H -2.359 1.783 -0.598
10 H -0.182 1.845 -0.672
11 H -1.324 1.750 1.120
12 H -2.221 -1.320 -1.173
13 H -2.866 -0.784 0.756
14 H -1.442 -2.352 0.515
15 N 1.386 0.354 0.160
16 N 0.270 -0.455 -0.088

---

What did we get for energy above the lowest of the compared OMol25 structures with the same formula, charge and spin? Answer: 66.01, 25.53, 143.13 kcal/mol, in the order shown.